Formula: C6H6ClN
Source: OMol25
Level of theory: ωB97M-V/def2-TZVPD

XYZ file:
```
14
Properties=species:S:1:pos:R:3:forces:R:3
H 0.22545 2.00806 -0.06693 -0.16 0.63 -1.52
C -0.03965 1.22346 0.58650 1.31 -2.68 -2.09
C 0.95377 -0.85815 -0.16533 -3.73 2.37 -0.15
C -0.37132 -0.76849 -0.57311 1.85 -1.52 -0.55
Cl 2.12410 -1.83273 -0.78527 1.06 -1.04 -0.50
H 1.00358 0.03341 1.83555 1.53 -0.43 -0.61
N -1.20495 -2.08461 -2.63001 -0.32 -0.54 -0.88
C 1.22928 0.28506 0.76558 -0.94 1.31 1.28
H -1.98112 0.81200 -0.39699 1.12 -0.66 -0.32
H -0.31824 1.69475 1.42160 -0.73 1.65 3.64
C -1.16508 0.26082 0.15082 -1.45 1.50 0.23
H -1.82249 -0.07882 1.01648 1.39 -0.23 -0.61
H 2.19727 0.83226 0.54761 -1.06 -0.91 0.66
C -0.83058 -1.52702 -1.70650 0.12 0.57 1.41
```
Positions in Å, forces in eV/Å.

## Properties
**HOMO energy**: -9.21 eV
**Energy relative to the best compared isomer or geometry (same formula, charge and spin)**: 40.40 kcal per mole
**Largest force on an atom**: 4.417 eV Å⁻¹
**LUMO energy**: 0.37 eV
**2S+1**: 1


Formula: C28H31GaN4O5S
Source: OMol25
Level of theory: ωB97M-V/def2-TZVPD

XYZ file:
```
70
Properties=species:S:1:pos:R:3:forces:R:3
H 1.88083 -2.40317 -0.73721 -0.43 0.38 -0.05
H -1.86337 4.91844 2.35010 -0.20 -0.21 0.10
H 1.02073 -2.61034 1.96021 0.18 -0.28 -0.72
H 1.21665 -4.10583 0.88294 -0.02 0.95 0.43
H 6.40440 3.18315 1.26242 -0.15 -0.04 0.25
N -1.76334 3.13712 1.23971 0.47 -0.35 -0.06
H 2.59399 -3.04549 1.19743 0.00 0.24 0.15
C 3.05156 3.35139 0.72718 0.38 1.38 -0.74
H 2.71623 0.28938 -6.19488 0.46 0.22 -0.48
O 1.16464 -2.27777 -0.09568 0.75 -0.27 0.03
O 1.29691 -0.21953 -1.95693 -0.41 -0.46 0.07
C 4.41147 0.17601 -3.67940 0.45 0.47 0.76
C 2.15589 0.01216 -4.16769 -2.51 -1.46 -1.11
H 2.26877 4.03486 0.33500 0.67 -0.54 0.51
H -3.33638 0.87315 1.68080 -0.01 0.07 -0.05
C 3.69194 1.12029 1.38227 -0.26 -0.42 0.04
H -3.75219 -4.29846 -0.39805 0.24 -0.31 -0.84
C 4.38232 3.77589 0.82256 -0.04 -0.80 0.31
C -3.90873 1.80219 1.71989 -0.25 -0.11 0.20
S -1.40307 1.43756 -0.77136 -0.19 -0.40 -0.23
Ga -0.02107 -0.50347 -0.48197 -0.09 -0.24 -0.32
H -3.73689 -3.29560 4.43039 -0.23 -0.14 -0.44
H -1.31292 2.12126 3.47256 0.04 0.61 0.22
C -0.86123 2.39032 0.55290 -1.14 0.44 -0.11
H -4.10812 2.07863 2.76335 -0.04 -0.34 -0.19
C 4.99267 1.54557 1.52695 0.67 0.74 0.08
C 0.06366 -1.25454 -3.76896 0.93 -1.20 -2.04
H -3.38712 2.87074 -0.03759 0.14 -0.02 -0.42
O 3.12964 0.76932 -3.64960 0.74 0.52 0.17
N -0.98579 -1.89501 -1.63399 1.60 1.13 -2.15
H 5.76230 0.86159 1.85229 0.02 -0.15 -0.01
C -4.44312 -4.93540 1.53133 -0.50 0.33 -3.02
H -3.73801 3.87665 1.32473 0.49 -0.07 -0.02
N -1.82597 -2.68927 -0.95457 -1.59 -1.14 -0.68
C 2.72268 2.04214 0.98389 1.02 0.22 0.45
C 1.51136 -3.03611 1.06230 -0.28 -1.02 0.29
H -4.86911 1.64323 1.18967 0.43 -0.01 0.46
H 5.10657 0.92076 -3.30218 -0.01 0.16 0.21
C -3.78214 -3.52753 3.36210 -0.84 -0.60 -0.30
H 4.74408 -0.02683 -4.68447 -0.08 -0.53 -0.46
C 1.15136 -0.50731 -3.23117 0.39 0.61 -0.53
C 0.96636 -0.93603 -6.09257 -1.46 -1.12 1.40
C 2.01012 -0.20072 -5.56525 0.37 0.54 2.70
H -5.08994 -5.70611 1.04178 0.76 0.47 0.89
O 1.15700 0.32162 0.77835 0.01 2.26 0.32
C -0.84123 -2.03499 -2.94340 -0.56 1.21 2.21
C -3.72045 -4.11296 0.64341 -0.32 0.15 1.05
C -1.28771 3.98959 2.36224 -0.60 -0.73 -0.06
C -1.42275 3.20274 3.69692 -0.41 -0.19 -0.84
C 1.35547 1.64725 0.84265 -2.34 -2.63 -0.64
H -1.55578 -2.68781 -3.40465 -0.08 -0.62 -0.37
H 4.68491 4.76292 0.54489 -0.09 0.51 -0.10
C 5.36015 2.88499 1.25783 -0.71 -0.73 -0.46
C -2.00801 -2.30616 0.27126 0.14 0.77 0.57
C -3.03021 -2.99678 1.11718 0.30 -1.18 -0.80
H 3.37987 0.07698 1.55830 0.31 0.71 -0.08
O -1.32515 -1.36214 0.83132 0.39 0.50 -0.17
C -4.48962 -4.63299 2.84761 -0.56 -0.53 2.24
H -0.86995 -2.01195 -5.57607 0.07 -0.40 -0.33
C -3.13903 -2.71075 2.45871 1.29 0.97 1.55
C -3.21733 2.95451 1.02155 0.07 0.85 -0.03
N 0.42907 2.57252 0.81079 0.87 -0.38 0.67
C 0.03323 -1.53900 -5.22975 0.63 2.04 1.84
H 0.87072 -1.02175 -7.14843 -0.12 -0.19 -0.64
H -5.12810 -5.30503 3.46493 0.74 0.75 -0.08
H -0.27182 4.27523 2.13591 0.31 -0.19 0.07
H -0.66128 3.48437 4.41205 0.04 0.16 0.21
H 4.47424 -0.69111 -3.00464 -0.13 -0.01 -0.41
H -2.43071 3.35201 4.11658 0.45 -0.07 0.02
H -2.57415 -1.86861 2.88329 -0.21 -0.28 -0.46
```
Positions in Å, forces in eV/Å.

## Properties
**HOMO energy**: -7.32 eV
**Energy relative to the best compared isomer or geometry (same formula, charge and spin)**: 23.84 kcal per mole
**Largest force on an atom**: 3.580 eV Å⁻¹
**LUMO energy**: -0.02 eV
**2S+1**: 1


Formula: C27H44F6OP2Pt
Source: OMol25
Level of theory: ωB97M-V/def2-TZVPD

XYZ file:
```
81
Properties=species:S:1:pos:R:3:forces:R:3
H 1.16121 -1.27484 -7.34507 -0.10 -0.20 0.15
H -2.10840 -3.49760 0.75754 -0.11 -0.11 0.08
H 1.48307 -2.82818 -6.51206 -0.22 0.19 -0.07
H -0.69940 1.69853 -1.47256 -0.13 -0.03 0.18
Pt -0.59792 -0.75656 1.31929 0.19 0.44 0.89
H 2.30223 -2.12352 3.51019 -0.17 0.13 0.24
F 2.19996 1.57258 5.36459 0.27 0.27 -1.17
C -1.64735 -2.26471 2.42481 0.89 -0.30 0.75
H 1.59274 -1.49683 -0.19245 -0.31 0.22 0.13
C 1.02656 0.57628 -0.72527 0.06 0.32 0.21
H -0.12634 -2.07357 -6.36950 0.24 -0.09 -0.12
H -0.85669 2.96981 -5.51805 0.00 -0.36 0.27
H 0.59751 -4.47202 2.65127 0.02 0.07 -0.16
C -2.01160 0.43702 -5.50798 -0.81 -0.91 1.08
F 1.84340 4.54505 3.74820 -0.83 -1.50 -0.43
F 3.61765 0.72929 3.91780 -0.70 0.95 0.08
H -3.51250 -0.95725 -0.51709 0.24 0.28 -0.11
F 3.78259 2.81847 4.52611 -1.11 -0.81 -0.49
C -2.72474 -0.23039 -0.77871 -0.17 -0.42 -0.04
C 2.97805 2.69128 1.90735 0.32 -0.47 -1.26
C 0.24214 -1.61486 3.66159 0.44 -1.78 -2.13
C -0.20438 -2.49009 2.58081 -0.50 0.41 1.23
H -1.86096 1.05748 -6.40196 0.16 -0.07 0.41
C -0.84757 2.73547 -4.44404 -0.36 0.29 1.56
C 0.71856 -0.86291 -0.37809 -0.64 -0.73 -0.96
H -3.88710 -1.23415 4.31747 0.17 0.13 -0.21
H 3.46013 3.61854 2.23379 -0.29 -0.29 0.12
H 3.74423 1.91844 1.76308 -0.24 0.20 0.07
H -0.45361 -2.63779 -0.64285 -0.01 0.35 -0.03
C 2.88300 1.84472 4.22277 1.22 -0.28 0.76
H 3.85690 -1.39051 -5.65988 -0.05 0.23 -0.07
H 3.64355 0.28741 -5.09088 0.08 -0.18 -0.14
H -3.40771 0.38660 3.78441 -0.07 -0.24 -0.08
F 0.41512 3.91567 2.21141 0.50 -0.59 0.69
H 2.47144 2.86358 0.95237 0.04 0.03 0.23
H -1.75662 3.11865 -3.96243 0.24 0.14 -0.22
H -1.91579 -0.62729 -5.76446 -0.09 0.33 0.05
C -2.00034 -1.15804 3.30251 0.88 -0.55 1.42
H 1.58590 -3.30473 1.75733 -0.15 -0.16 -0.05
H 1.82162 0.90531 -0.03257 -0.11 -0.25 -0.46
P -0.76769 0.90613 -4.22947 0.61 1.74 -4.17
H -2.09788 -1.84612 -2.06051 0.24 0.37 0.00
C -1.61676 -0.99413 -1.55154 -0.57 -0.43 0.22
P 1.56654 -0.99019 -4.93570 0.66 -0.17 -0.96
C -3.38779 -0.67598 3.50980 -0.32 0.28 0.04
C 1.96197 2.20502 2.95889 0.75 2.27 2.64
H -1.21658 -0.34595 -2.36009 0.23 0.01 0.09
H -3.01016 0.57673 1.26645 0.28 -0.19 -0.29
H 3.04777 -0.18591 -6.71810 0.14 -0.06 0.23
H 0.03122 3.19356 -3.97217 -0.28 -0.03 -0.11
O 1.16960 1.21259 2.61623 0.07 -0.55 -0.56
C -1.07855 1.21212 0.60669 -1.51 0.05 -0.03
H -3.01393 0.61457 -5.09509 0.13 -0.10 -0.32
C -0.15435 1.56808 -0.52842 0.40 0.14 -0.26
H -0.73358 -0.25017 6.14425 0.06 0.03 -0.15
F 0.14735 3.24389 4.27404 0.90 -0.06 -0.81
C 0.94890 -1.87134 -6.44878 -0.14 -0.09 0.42
C 0.75729 0.65775 -5.25007 0.37 -0.32 1.12
C 0.55689 -3.61024 1.97447 0.23 -0.37 0.08
H 1.68193 -2.05460 5.17226 -0.06 0.06 -0.09
H 0.07425 -3.92996 1.04658 0.20 -0.07 0.12
C -2.25398 0.41645 0.49121 0.73 1.74 0.09
H 0.48639 0.73821 -6.31758 -0.22 0.12 0.47
C 1.08215 3.48859 3.32383 -0.31 1.39 0.14
C -0.84902 -0.81858 4.08171 -2.64 0.49 -0.37
H 0.27194 2.54857 -0.28175 -0.08 -0.13 -0.24
H -1.01912 1.86514 1.48910 -0.08 -0.31 -0.43
H -1.70478 0.83848 5.14253 0.27 -0.20 0.01
H -3.49493 -2.60781 1.42211 0.07 -0.14 0.01
H 1.46983 1.45976 -4.98503 -0.32 -0.36 -0.02
H -3.20688 0.50906 -1.43468 0.08 -0.07 0.14
H 1.42550 0.66095 -1.75380 -0.01 -0.07 0.29
C -0.50037 -1.54591 -0.69039 1.45 0.28 -0.63
C 1.61537 -1.58989 4.18000 0.46 0.11 0.01
C -0.80671 0.20657 5.14888 -0.05 0.40 0.03
H 0.06723 0.85258 5.01154 -0.20 -0.13 0.22
H -2.85255 -4.01690 2.28556 0.04 0.15 -0.14
C 3.19501 -0.51772 -5.68256 -0.07 -0.07 0.37
H 1.96007 -0.55827 4.27147 -0.08 -0.41 0.16
H -3.98367 -0.81612 2.60151 0.00 0.07 0.23
C -2.57647 -3.14327 1.67780 -0.28 -0.08 0.02
```
Positions in Å, forces in eV/Å.

## Properties
**HOMO energy (alpha / beta)**: -11.30 / -13.93 eV
**Largest force on an atom**: 4.563 eV Å⁻¹
**Charge**: +2
**LUMO energy (alpha / beta)**: -5.00 / -9.72 eV
**2S+1**: 5


Formula: C8H18Si
Source: OMol25
Level of theory: ωB97M-V/def2-TZVPD

XYZ file:
```
27
Properties=species:S:1:pos:R:3:forces:R:3
H -1.41866 1.96083 1.07427 -0.24 -0.59 -0.65
H 1.68513 -1.61099 2.43786 -0.12 -0.67 1.19
C 0.01198 0.44399 1.41122 -0.56 2.04 0.16
C -1.23995 0.96469 0.59205 0.16 -0.81 0.71
H -2.24356 -0.85472 0.22835 0.28 -1.71 -0.45
H -3.33682 0.43119 0.40641 -0.12 0.10 0.12
H 0.65097 1.36197 1.43403 0.08 -0.98 0.38
C -0.92357 1.04122 -0.84814 -1.48 1.10 -0.41
H 0.55602 -1.01698 -2.51759 0.16 -0.64 -0.98
C 0.74787 -1.70276 -1.69274 -2.09 0.71 0.96
H 2.76811 -0.61921 1.61328 -0.14 0.57 -0.62
C -2.42003 -0.00192 0.80598 0.06 2.55 -0.70
Si -0.00302 2.39300 -1.65693 0.82 -0.78 1.40
H -0.15634 1.88244 -2.99476 0.76 0.16 -1.06
C 1.93113 -1.29088 1.45590 -1.44 1.13 1.78
H -0.18497 -1.41758 0.91343 -0.62 -2.04 -0.03
H -0.57671 3.72260 -1.59119 -0.26 0.57 0.11
H 2.10880 -0.29392 -0.68426 -0.51 0.17 -0.39
H -0.26053 -2.07343 -1.38494 0.60 -0.20 -0.54
H -1.42876 0.34556 -1.54785 0.36 0.21 0.67
H 2.20781 -2.10284 0.89126 1.12 -2.05 -1.04
H -0.41931 0.21772 2.42949 0.91 0.28 -0.74
C 1.08856 -0.70932 -0.64133 1.94 -0.40 0.92
H -2.51241 -0.14769 1.83971 -0.46 -0.76 1.43
H 1.33594 2.42399 -0.85226 -0.66 0.15 -1.11
C 0.64461 -0.78290 0.80839 1.31 1.38 -1.18
H 1.38767 -2.56404 -1.92964 0.15 0.51 0.06
```
Positions in Å, forces in eV/Å.

## Properties
**HOMO energy (alpha / beta)**: -6.50 / -10.25 eV
**Energy relative to the best compared isomer or geometry (same formula, charge and spin)**: 0.00 kcal per mole
**Largest force on an atom**: 2.645 eV Å⁻¹
**LUMO energy (alpha / beta)**: 1.03 / -0.60 eV
**2S+1**: 3